DFT (the ωB97M-V functional and the def2-TZVPD basis) results for one molecule with the formula C17H19F3N4O4S.

Values from the calculation:
HOMO level: -9.15 eV
SMILES: O=C(Cn1cnc(S(=O)(=O)N2CCCCC2)c1)Nc1ccc(OC(F)(F)F)cc1
Gap between HOMO and LUMO: 9.2 eV
LUMO energy: 0.0000 hartree

CARTESIAN COORDINATES (ANGSTROEM)
S: -3.91403 -0.58244 -1.75021
F: 7.90639 4.21135 2.15774
F: 8.20100 2.58448 0.80516
F: 9.10325 4.49323 0.39841
O: 6.96548 4.31474 0.13235
O: 1.69302 0.43708 -0.21118
O: -3.49916 -0.37350 -3.10469
O: -4.73215 0.41845 -1.12197
N: -0.85549 -0.04011 0.63623
N: 2.02468 2.04301 1.38085
N: -4.73528 -2.00437 -1.68721
N: -1.58726 -1.69808 -0.62039
C: 1.33528 1.04453 0.76375
C: -2.00715 0.38917 0.04225
C: -4.09919 -4.53708 -0.47542
C: -5.33579 -2.36820 -0.42814
C: 0.00554 0.72973 1.48374
C: 5.72322 3.71795 0.46171
C: 3.78554 3.59068 1.84469
C: 3.27138 2.57871 1.03531
C: -3.39499 -4.07510 -1.74952
C: 7.99668 3.91466 0.84523
C: -4.45259 -3.32119 0.37862
C: 5.22716 2.71325 -0.35152
C: 3.99937 2.14442 -0.06936
C: -4.29400 -3.10324 -2.51281
C: -0.64561 -1.30343 0.19026
C: 5.00984 4.16378 1.56243
C: -2.44908 -0.65160 -0.72403
H: 5.80057 2.38335 -1.20266
H: -3.53335 -2.81028 0.66924
H: -2.46611 -3.56746 -1.48537
H: -0.50854 1.65248 1.76230
H: 3.60656 1.36498 -0.69982
H: -5.01358 -5.07786 -0.73344
H: -3.45303 -5.21415 0.08618
H: 0.24114 0.16104 2.39187
H: -3.16264 -4.92843 -2.38810
H: 0.19648 -1.89750 0.48104
H: -3.77146 -2.66057 -3.36039
H: -5.52120 -1.43660 0.10808
H: 1.60750 2.46159 2.20137
H: -2.43337 1.35654 0.20044
H: -5.18742 -3.62419 -2.87832
H: -6.29870 -2.84889 -0.63878
H: 3.22497 3.93381 2.70208
H: -4.98103 -3.62577 1.28384
H: 5.40716 4.94705 2.18815

---

DFT (the ωB97M-V functional and the def2-TZVPD basis) results for a 3-piece molecular cluster, C40H80BClN5O7S3 overall.

Values from the calculation:
<S²>: 2.009
Spin multiplicity: 3
HOMO level (alpha / beta): -10.49 / -11.13 eV
Charge: +1
Gap between HOMO and LUMO (alpha / beta): 7.9 / 8.5 eV
LUMO energy (alpha / beta): -0.0949 / -0.0949 hartree

CARTESIAN COORDINATES (ANGSTROEM)
Cl: -3.57284 4.11759 3.00044
S: -4.66041 3.89250 6.47496
S: -0.83778 1.38172 -1.27305
S: -4.27271 -3.78709 0.94098
O: -4.55447 -0.14279 5.52671
O: -5.48598 1.06393 7.33003
O: -4.67429 -4.96740 4.21646
O: 2.87122 -4.67199 -4.04488
O: -4.97483 -2.58228 4.35569
O: 3.10412 5.50365 -0.58018
O: -2.42972 -3.03621 -1.61043
N: -0.88439 -1.19590 1.14539
N: -1.31713 -7.52987 -0.98711
N: 0.01071 -3.13342 -1.13687
N: 3.75276 6.68016 -0.33516
N: 2.25287 -4.16788 -5.14634
C: 5.17827 6.49521 -0.74738
C: -3.71609 1.57960 0.91252
C: -5.03839 -3.86301 3.70794
C: -1.07491 3.23002 -1.38825
C: 3.41272 -6.13286 -6.26208
C: 4.31132 -3.82463 -6.59318
C: 4.32550 6.19942 2.07927
C: -3.24089 -2.27005 1.25368
C: -2.46549 0.51524 -1.08379
C: -4.66250 1.00974 6.38618
C: 3.45784 -1.94829 -5.15998
C: -5.66509 -3.84684 2.23844
C: 1.06031 -2.10187 -5.90993
C: 5.80861 6.16843 1.72796
C: -1.68587 -6.02727 1.03372
C: -4.42864 1.44671 2.34028
C: -2.93618 0.25289 0.42675
C: 3.80734 8.54879 1.33735
C: -3.87792 -1.07360 0.39599
C: -3.93035 -1.24051 6.26023
C: -3.70026 2.29953 6.18173
C: -4.32895 -2.68172 5.65347
C: 1.56800 -2.33923 -3.54535
C: 5.81588 7.87714 -1.02026
C: 3.49781 7.05102 1.09510
C: -1.64933 -2.51586 0.95788
C: 1.99725 6.93483 1.47038
C: -0.39814 3.86642 -0.04708
C: 2.10259 -4.57681 -7.58919
C: -4.96852 2.90841 2.80168
C: -1.76392 -0.03289 1.47190
C: -0.90880 -7.34276 0.45616
C: -2.33953 -1.00202 6.28292
C: 4.13393 -2.31546 -6.47666
C: 6.01711 5.71409 0.28906
C: 3.01753 -4.63296 -6.34394
C: 5.32137 5.76354 -2.11001
C: -1.15758 -3.57751 2.05185
C: -0.55668 -4.96052 1.52045
C: 2.12286 -2.69102 -4.94980
B: -1.39202 -2.91481 -0.60509
H: -0.09276 -5.47129 2.45189
H: 0.13166 -4.15750 -1.29540
H: -0.53604 -7.88562 -1.55038
H: 0.41090 3.10165 0.26181
H: 2.54123 -6.76177 -6.05559
H: 3.37919 9.17437 0.54785
H: 0.05076 4.89675 -0.22105
H: -4.32483 -1.19592 7.33047
H: -2.89204 2.30089 7.00600
H: -2.16059 3.54997 -1.53015
H: 5.02331 4.71325 -2.05572
H: 6.36270 5.76770 -2.44470
H: 0.67440 -2.94573 -0.35507
H: -5.70977 3.34720 2.05551
H: 1.63777 5.90261 1.45916
H: 7.08108 5.79215 0.04211
H: -5.95554 3.67112 6.03031
H: 3.94775 5.16999 2.09541
H: 5.11341 -1.83003 -6.52969
H: -1.07563 0.89723 1.49461
H: 0.31039 -4.87235 0.78339
H: -3.75623 1.09160 3.18802
H: -3.18187 2.28589 5.16706
H: -6.21324 -4.83554 2.09644
H: -0.51143 3.57532 -2.33426
H: 4.14715 -2.17382 -4.33759
H: -2.39133 -6.31305 1.88479
H: -0.38737 -0.94746 0.25745
H: -1.97711 -2.87882 -2.47214
H: 1.13943 -5.05543 -7.38945
H: -1.79991 -2.01050 6.37832
H: 4.72390 6.25111 -2.88643
H: -0.15136 -1.24977 1.86931
H: 1.40940 -1.98415 -6.93391
H: 6.32757 5.48132 2.40368
H: 5.77009 4.64693 0.23180
H: -1.95483 -0.37789 5.40761
H: 6.26560 7.15000 1.88582
H: -2.28129 -5.62888 0.12689
H: -2.13101 -0.13433 2.56217
H: 5.17741 8.48136 -1.67117
H: 0.22363 -7.21026 0.44567
H: -0.38010 -3.16360 2.80614
H: 0.76769 -1.09541 -5.59588
H: 1.81881 7.30726 2.48342
H: 2.55612 -5.10725 -8.43169
H: 6.02861 8.45072 -0.12052
H: -5.36353 0.79744 2.22272
H: 6.78006 7.76977 -1.52607
H: 1.37373 7.52351 0.79014
H: -4.55727 1.74058 0.13659
H: 1.38073 -1.26417 -3.45815
H: 0.62323 -2.85230 -3.35855
H: -5.10216 -3.17405 6.35609
H: -5.51164 2.84863 3.81591
H: -2.12456 -8.15854 -1.06730
H: 5.08029 -4.13143 -5.87393
H: -6.33280 -2.92545 2.10988
H: -2.46570 -0.42078 -1.75252
H: -1.19932 3.82225 0.76314
H: -3.37098 -2.05084 2.38485
H: 3.84654 -6.47152 -7.20728
H: -3.37679 -3.31613 5.63460
H: -4.14647 -1.37677 -0.68397
H: 3.37815 8.88627 2.28525
H: -3.26174 1.21079 -1.55359
H: 3.56129 -1.93373 -7.32748
H: 0.15271 -2.71412 -5.92006
H: -2.07539 -0.41163 7.23881
H: 2.26097 -2.59154 -2.73900
H: 3.29595 -0.86520 -5.12969
H: 4.20705 6.58050 3.09941
H: -1.26716 -8.25985 1.03721
H: -4.89513 -0.82479 0.88761
H: 4.16626 -6.32699 -5.49454
H: 4.86967 8.77132 1.41711
H: 1.91537 -3.56914 -7.95464
H: -2.06123 -3.86053 2.71894
H: 4.71268 -4.06052 -7.58429
H: -3.04582 2.51567 0.81292

---

DFT (the ωB97M-V functional and the def2-TZVPD basis) results for C7H7N as an isolated structure.

Values from the calculation:
HOMO level: -8.63 eV
Energy relative to the best compared isomer or geometry (same formula, charge and spin): 572.90 kJ/mol
Gap between HOMO and LUMO: 9.5 eV
LUMO energy: 0.0319 hartree

CARTESIAN COORDINATES (ANGSTROEM)
N: -1.38881 -1.37888 -0.10029
C: -0.48525 1.30317 0.27481
C: -0.14967 -1.10128 -0.00243
C: 2.67323 -0.54597 0.11476
C: 2.78550 0.51511 -0.43683
C: 0.33872 0.25246 0.33520
C: -1.72413 1.07756 -0.15659
C: -2.13761 -0.25338 -0.08554
H: 0.39177 -1.97437 -0.06922
H: -0.20068 2.33941 0.72504
H: 2.87603 -1.37979 0.90261
H: 2.96262 1.56984 -0.94293
H: -2.42790 1.87483 -0.22310
H: 1.52456 0.25307 0.39539
H: -3.20949 -0.51684 -0.34600

---

DFT (the ωB97M-V functional and the def2-TZVPD basis) results for an isolated ion of composition CH2N3 and charge +1.

Values from the calculation:
HOMO level: -17.83 eV
Energy relative to the best compared isomer or geometry (same formula, charge and spin): 162.87 kJ/mol
Charge: +1
SMILES: [H]/N=C/[N+]#N
Gap between HOMO and LUMO: 10.4 eV
LUMO energy: -0.2737 hartree

CARTESIAN COORDINATES (ANGSTROEM)
N: -3.17173 -0.05888 0.00536
N: -0.23013 -0.99115 -0.00314
N: -2.09513 0.10980 -0.00566
C: -0.72760 0.15264 -0.00594
H: 0.77781 -1.11669 0.00888
H: -0.32118 1.17154 -0.00813